Record 1
ORCA calculation (ωB97M-V/def2-TZVPD) on one molecule with the formula C4H7NO2 at a distorted geometry.

Geometry (Å):
O (0.4280, -1.2875, 1.3229)
C (0.8020, -0.6888, 0.1122)
C (-0.2626, -0.8786, -1.0073)
N (-0.1600, 0.5613, -1.2973)
C (0.5262, 0.8220, -0.0291)
C (-0.3826, 1.3364, 1.0721)
O (-1.5545, 1.5690, 0.8831)
H (-0.3558, -1.6944, 0.9492)
H (1.8105, -1.0007, -0.1741)
H (-1.2748, -1.1812, -0.6515)
H (-0.0044, -1.5644, -1.8211)
H (-1.0625, 1.0259, -1.3219)
H (1.4082, 1.4714, -0.1002)
H (0.0823, 1.5097, 2.0631)

Calculated values
HOMO energy	-9.5	eV
electronic energy	-361.78752	Ha
lowest unoccupied orbital energy	0.892	eV
relative energy (zero: lowest compared OMol25 entry of this formula, charge and spin)	245.1	kJ/mol
SMILES	O=C[C@@H]1NC[C@@H]1O
frontier orbital gap	10.372	eV

***

Record 2
ORCA calculation (ωB97M-V/def2-TZVPD) on one molecule with the formula C4H7NO2 at a distorted geometry.

Geometry (Å):
C (2.0393, 0.0342, -0.1340)
C (0.7438, -0.6522, -0.2075)
C (-1.5692, -0.4155, -0.2538)
C (-1.1530, 0.7482, 0.6887)
H (1.0328, 1.5787, -0.9122)
H (0.7118, -1.3006, -0.9754)
H (0.4819, -1.4942, 0.4623)
H (-2.3343, -0.4227, -1.1018)
H (-1.6732, -1.4208, 0.3707)
H (-1.7490, 1.7400, 0.6487)
H (-1.0191, 0.5748, 1.6917)
N (-0.3964, 0.1969, -0.4078)
O (1.9207, 1.4203, -0.2879)
O (2.9638, -0.5870, 0.4183)

Calculated values
HOMO energy	-10.0	eV
electronic energy	-361.73587	Ha
lowest unoccupied orbital energy	0.723	eV
relative energy (zero: lowest compared OMol25 entry of this formula, charge and spin)	380.7	kJ/mol
SMILES	O=C(O)CN1CC1
frontier orbital gap	10.706	eV

***

Record 3
ORCA calculation (ωB97M-V/def2-TZVPD) on one molecule with the formula C4H7NO2 at a distorted geometry.

Geometry (Å):
C (1.3589, 0.3628, 0.7993)
C (0.5541, 0.2857, -0.4940)
C (-0.2019, -1.0533, -0.6167)
N (-1.5038, -0.9422, 0.0291)
C (-1.9785, 0.0240, 0.6078)
O (-2.5923, 0.8573, 1.1574)
O (-0.4422, 1.2920, -0.6001)
H (0.7556, 0.1356, 1.6859)
H (1.8325, 1.3382, 0.9434)
H (2.1570, -0.3883, 0.7395)
H (1.2367, 0.4240, -1.3408)
H (0.3482, -1.8857, -0.1702)
H (-0.3548, -1.2900, -1.6775)
H (-1.1695, 0.8399, -1.0631)

Calculated values
HOMO energy	-10.4	eV
electronic energy	-361.83301	Ha
lowest unoccupied orbital energy	0.757	eV
relative energy (zero: lowest compared OMol25 entry of this formula, charge and spin)	125.6	kJ/mol
SMILES	C[C@H](O)CN=C=O
frontier orbital gap	11.140	eV

***

Record 4
ORCA calculation (ωB97M-V/def2-TZVPD) on a 2-piece molecular cluster, C4H7NO2 overall.

Geometry (Å):
C (-1.5867, -1.6616, 1.1221)
N (-1.9150, -0.3016, 0.7891)
C (-1.3646, 0.5985, 0.2049)
C (1.3037, -0.4749, -0.2362)
O (1.3479, -0.0409, -1.4779)
C (1.3838, 1.1675, -1.9059)
O (-0.9978, 1.5863, -0.3263)
H (-0.9634, -2.1192, 0.3477)
H (-1.0446, -1.6961, 2.0729)
H (-2.5108, -2.2338, 1.2308)
H (1.5041, -1.5324, -0.1434)
H (1.5127, 0.2395, 0.5544)
H (1.3108, 1.2813, -2.9774)
H (1.3919, 1.9892, -1.1990)

Calculated values
HOMO energy (spin up / spin down)	-7.7 / -7.5	eV
electronic energy	-361.70902	Ha
lowest unoccupied orbital energy (spin up / spin down)	0.783 / 0.511	eV
relative energy (zero: lowest compared OMol25 entry of this formula, charge and spin)	451.1	kJ/mol
frontier orbital gap (spin up / spin down)	8.472 / 7.996	eV

***

Record 5
ORCA calculation (ωB97M-V/def2-TZVPD) on one molecule with the formula C4H7NO2 at a distorted geometry.

Geometry (Å):
C (0.6050, 0.6461, -1.4573)
N (-0.2460, -0.2386, -0.8550)
C (-0.2695, -1.6376, -1.3140)
C (-0.7749, 0.0988, 0.4448)
C (0.1474, -0.1137, 1.6121)
O (-0.2102, -0.1018, 2.7538)
O (0.8372, 1.7522, -1.0224)
H (1.0356, 0.2680, -2.4003)
H (-0.4897, -1.6037, -2.3819)
H (0.6886, -2.1379, -1.2035)
H (-1.0866, -2.1279, -0.7993)
H (-1.7593, -0.3818, 0.5383)
H (-1.2253, 1.0991, 0.3786)
H (1.2033, -0.2293, 1.2948)

Calculated values
HOMO energy	-9.6	eV
electronic energy	-361.82761	Ha
lowest unoccupied orbital energy	0.698	eV
relative energy (zero: lowest compared OMol25 entry of this formula, charge and spin)	139.8	kJ/mol
SMILES	CN(C=O)CC=O
frontier orbital gap	10.329	eV

***

Record 6
ORCA calculation (ωB97M-V/def2-TZVPD) on one molecule with the formula C4H7NO2.

Geometry (Å):
C (0.8734, 1.2470, 0.6130)
C (0.3905, 0.0691, -0.1802)
C (1.3481, -0.8280, -0.7890)
O (2.5620, -0.6848, -0.7624)
C (-0.9273, -0.3455, -0.1784)
O (-1.4613, -0.8385, -1.3065)
N (-1.7789, -0.2862, 0.8564)
H (0.9660, 1.0673, 1.6900)
H (1.8691, 1.5032, 0.2394)
H (0.2158, 2.1121, 0.4653)
H (-0.8334, -0.4693, -1.9529)
H (0.9096, -1.7556, -1.2276)
H (-1.3862, -0.2453, 1.7821)
H (-2.7473, -0.5455, 0.7508)

Calculated values
HOMO energy	-8.2	eV
electronic energy	-361.82732	Ha
lowest unoccupied orbital energy	0.519	eV
relative energy (zero: lowest compared OMol25 entry of this formula, charge and spin)	140.6	kJ/mol
SMILES	C/C(C=O)=C(\N)O
frontier orbital gap	8.710	eV